Record 1
{
  "formula": "C4H7N3",
  "method": "ωB97M-V with the def2-TZVPD basis set",
  "symbols": ["C", "C", "N", "C", "C", "N", "N", "H", "H", "H", "H", "H", "H", "H"],
  "coordinates": [[1.7840, 1.1006, -0.8818], [-0.7426, -0.2253, -0.3491], [-0.8435, 1.0019, -0.9788], [0.0699, -0.7876, 1.7498], [-0.7248, -1.3979, -0.9936], [-0.7114, -0.1141, 1.0389], [2.0345, 1.6089, 0.1279], [-1.1149, 0.9689, -1.9516], [-1.2868, 1.7243, -0.4352], [2.1794, 2.0464, 1.0140], [0.8348, -1.4625, 1.3594], [-0.0117, -0.6908, 2.8227], [-0.8608, -1.4486, -2.0582], [-0.6062, -2.3243, -0.4642]],
  "spin_multiplicity": 1,
  "charge": 0,
  "homo_lumo_gap_ev": 8.984,
  "homo_ha": -0.296
}

---

Record 2
{
  "formula": "C17H34B2BrO10S2",
  "method": "ωB97M-V with the def2-TZVPD basis set",
  "symbols": ["C", "C", "C", "B", "O", "O", "O", "B", "C", "C", "C", "O", "O", "C", "C", "C", "O", "Br", "H", "H", "H", "H", "H", "H", "H", "H", "H", "H", "H", "H", "H", "H", "H", "H", "H", "H", "C", "C", "C", "S", "O", "O", "C", "H", "H", "H", "H", "H", "H", "H", "H", "C", "C", "C", "S", "O", "O", "C", "H", "H", "H", "H", "H", "H", "H", "H"],
  "coordinates": [[-1.8989, -3.3684, 2.2538], [-0.8982, -2.3120, 1.5236], [-1.7534, -1.1358, 0.8349], [-2.5323, -1.6113, -0.5265], [-3.8197, -2.2920, -0.4852], [-1.9652, -1.4213, -1.8463], [-2.6712, -0.7602, 1.8983], [-2.9668, 0.6630, 1.6444], [-4.5206, 1.1178, 1.9040], [-5.6345, 0.1216, 1.2959], [-5.9174, 0.5983, -0.2204], [-7.2796, 0.2060, -0.5649], [-2.2463, 1.1171, 0.4412], [-1.0433, 0.2772, 0.4847], [0.1301, 0.8100, 1.4434], [0.7896, 2.1862, 0.9036], [0.3465, 2.8392, -0.0576], [2.4433, 2.8593, 1.8128], [-1.4907, -4.4396, 2.2414], [-2.9622, -3.3113, 1.8506], [-1.9602, -3.0293, 3.3554], [-0.1998, -1.8420, 2.3119], [-0.2713, -2.9169, 0.7798], [-3.8278, -2.8292, -1.3107], [-0.9835, -1.5022, -1.6872], [-2.3875, 1.2147, 2.5501], [-4.7256, 2.1975, 1.5714], [-4.6718, 1.1046, 3.0515], [-5.3858, -0.9845, 1.3969], [-6.6137, 0.3325, 1.8766], [-5.8915, 1.7533, -0.1887], [-5.1300, 0.1985, -0.9567], [-7.8690, 0.9028, -0.2131], [-0.5633, 0.3289, -0.5641], [-0.1813, 0.9355, 2.5376], [0.9747, 0.0355, 1.4367], [6.9330, 0.8852, 2.4924], [7.2668, -0.3975, 3.2577], [5.9428, -1.0769, 3.6136], [4.7726, -0.5843, 2.3515], [3.7482, 0.2256, 2.9654], [4.4600, -1.7245, 1.5209], [5.8841, 0.4904, 1.4611], [7.8176, 1.3170, 2.0196], [6.5199, 1.6292, 3.1812], [7.8603, -1.0591, 2.6183], [7.8573, -0.1918, 4.1535], [6.0353, -2.1633, 3.6162], [5.5636, -0.7339, 4.5777], [5.3352, 1.3415, 1.0584], [6.3291, -0.0889, 0.6491], [0.0509, 2.1329, -5.2989], [-0.7113, 0.8772, -5.7276], [0.1319, -0.3328, -5.3207], [1.0924, 0.1824, -3.9015], [2.4909, 0.1839, -4.2677], [0.6045, -0.4976, -2.7254], [0.5128, 1.8689, -3.8717], [-0.5735, 3.0265, -5.3591], [0.9173, 2.2804, -5.9524], [-1.6763, 0.8436, -5.2122], [-0.9131, 0.8734, -6.8013], [-0.4919, -1.1839, -5.0453], [0.8264, -0.6213, -6.1116], [1.3149, 2.5320, -3.5495], [-0.3236, 1.9219, -3.1707]],
  "spin_multiplicity": 1,
  "charge": -1,
  "homo_lumo_gap_ev": 5.538,
  "homo_ha": -0.130
}

---

Record 3
{
  "formula": "C14H36CrN4O4",
  "method": "ωB97M-V with the def2-TZVPD basis set",
  "symbols": ["Cr", "N", "C", "C", "N", "C", "C", "N", "H", "H", "H", "H", "H", "H", "H", "H", "H", "H", "H", "H", "H", "C", "O", "C", "C", "O", "C", "C", "O", "C", "H", "H", "H", "H", "H", "H", "H", "H", "H", "H", "H", "H", "H", "H", "C", "N", "C", "C", "C", "O", "H", "H", "H", "H", "H", "H", "H", "H", "H"],
  "coordinates": [[0.1813, -1.2050, -0.1380], [0.2860, -2.2990, 1.6451], [1.7057, -2.6506, 1.9899], [2.6376, -1.6395, 1.3521], [2.2495, -1.3820, -0.0709], [2.7363, -2.3937, -1.0605], [1.7473, -3.5354, -1.1824], [0.3772, -2.9468, -1.3070], [-0.0753, -1.6627, 2.3550], [-0.2840, -3.1396, 1.7173], [1.9005, -3.6603, 1.6388], [1.8433, -2.6606, 3.0701], [3.6723, -1.9797, 1.4087], [2.5687, -0.6856, 1.8731], [2.6789, -0.4939, -0.3195], [3.7259, -2.7576, -0.7818], [2.8333, -1.8838, -2.0204], [1.7604, -4.1895, -0.3146], [1.9847, -4.1522, -2.0484], [-0.3223, -3.6687, -1.1412], [0.2410, -2.6743, -2.2799], [-2.9327, -1.8658, 0.3295], [-1.8535, -1.2392, -0.4155], [-2.3190, -0.3282, -1.4538], [-1.2652, -0.3487, -2.5264], [0.0224, -0.1447, -1.8815], [0.8192, 1.0251, -2.2855], [0.0486, 2.3179, -2.3555], [-0.6218, 2.5261, -1.1376], [-1.3629, 3.7550, -1.1482], [-3.4398, -2.5877, -0.3082], [-2.5019, -2.3634, 1.1938], [-3.6338, -1.1025, 0.6631], [-3.2737, -0.6869, -1.8386], [-2.4275, 0.6638, -1.0168], [-1.2371, -1.3126, -3.0357], [-1.4396, 0.4168, -3.2763], [1.5947, 1.0894, -1.5257], [1.2754, 0.8070, -3.2518], [0.7889, 3.1032, -2.5607], [-0.6523, 2.3384, -3.1978], [-0.6900, 4.6120, -1.2164], [-2.0603, 3.7795, -1.9887], [-1.9265, 3.8015, -0.2191], [-0.7467, 3.3679, 2.7374], [-0.7723, 2.0474, 2.0825], [-2.0397, 1.3270, 2.1792], [0.2644, 1.5682, 1.4462], [1.5134, 2.3861, 1.3435], [0.2582, 0.3816, 0.9521], [-1.5043, 3.3710, 3.5161], [-0.9728, 4.1586, 2.0222], [0.2175, 3.5554, 3.1990], [-2.8425, 1.9706, 1.8202], [-2.2418, 1.0732, 3.2197], [-1.9999, 0.4261, 1.5770], [1.2992, 3.4084, 1.0375], [2.1904, 1.9351, 0.6233], [2.0171, 2.4280, 2.3121]],
  "spin_multiplicity": 4,
  "charge": 3,
  "homo_lumo_gap_ev": [8.957, 9.180],
  "homo_ha": [-0.691, -0.691]
}

---

E values (in a.u.) by entry order: -320.7861; -4840.7469; -2118.6069.
Strongest force on any atom values (in eV Å⁻¹) by entry order: 1.2; 5.2; 0.2.
ΔE to the lowest compared entry with this formula, charge and spin values (in kcal/mol) by entry order: 61.0; 74.6; 0.0.